ORCA calculation (ωB97M-V/def2-TZVPD) on C50H47BN14O8RbS3 as an isolated structure.

```
124
Properties=species:S:1:pos:R:3:forces:R:3
Rb 15.287509 15.558694 16.480025 0.02 0.19 0.15
C 13.356457 18.219803 13.713005 -1.20 -0.91 -1.58
C 14.389072 18.319331 14.644160 -2.07 0.22 0.94
N 13.871902 18.235657 15.865649 -0.58 -0.27 1.11
N 12.477149 18.021221 15.765712 2.47 0.23 0.16
C 12.184951 18.038842 14.454726 -0.47 -0.21 -0.69
B 11.645554 17.551760 17.035898 -0.63 -0.57 -1.76
N 11.317639 15.937718 16.909881 0.78 -0.30 0.78
C 10.460239 15.113473 17.617322 0.95 -0.45 0.12
C 10.927901 13.789492 17.526070 -0.33 1.23 0.10
C 12.111632 13.895005 16.756295 -0.95 1.71 -0.17
N 12.308244 15.167377 16.372105 -0.27 -0.36 0.64
N 12.339660 17.970630 18.338942 1.72 -1.11 1.40
C 12.196141 19.020058 19.206964 2.26 -2.00 0.36
C 13.188928 18.879812 20.192645 -0.82 0.09 -0.34
C 13.947044 17.746517 19.856949 -1.18 -0.71 -1.63
N 13.423143 17.153933 18.769986 -0.77 1.48 -0.29
N 10.229693 18.169862 16.921466 -2.08 1.73 0.63
C 9.412583 18.549306 17.975180 -1.04 0.02 -2.56
C 8.139351 18.830614 17.451077 0.54 -0.61 0.48
C 8.230007 18.582016 16.056807 3.42 0.19 1.60
N 9.526090 18.279550 15.730926 -1.12 -0.74 1.66
H 13.411970 18.021406 12.616977 0.05 0.66 1.06
H 15.419176 18.539581 14.497501 0.55 -0.14 0.01
H 11.131236 17.954929 14.146861 0.90 -0.15 0.06
H 9.649198 15.423511 18.286421 0.35 0.36 -0.72
H 10.418075 12.949035 18.005750 0.53 0.25 -0.36
H 12.845050 13.198698 16.438548 0.26 -0.84 -0.17
H 11.511229 19.798131 19.060160 -0.85 0.74 -0.16
H 13.207053 19.361304 21.146803 0.24 0.69 0.09
H 14.865017 17.319431 20.270497 -0.58 0.19 0.08
H 9.709677 18.750128 18.974860 0.45 -0.49 0.45
H 7.294386 19.084313 18.100810 0.27 0.00 -0.64
H 7.537182 18.716065 15.282525 -0.84 0.09 -0.82
O 14.310511 14.295407 14.080285 0.18 -0.01 -0.82
H 13.456880 14.748029 14.045738 0.12 -0.04 0.10
H 14.785392 14.537592 13.233745 -0.50 -0.03 0.85
N 19.362258 11.349469 16.483767 -0.06 1.20 -3.12
C 19.550707 11.744222 15.363925 -0.42 -1.35 3.72
H 18.746323 11.113562 17.266016 0.27 0.07 -0.39
O 16.645158 18.379128 17.395481 0.17 0.29 -0.41
H 15.920048 18.999968 17.242810 -0.16 -0.34 0.10
H 17.033220 18.231174 16.501166 0.07 -0.25 0.49
O 14.601202 10.859371 18.983075 1.18 0.07 0.68
S 15.689789 11.533347 18.348595 -0.27 0.83 -2.26
O 15.491366 12.928428 17.999785 0.71 -1.53 0.79
O 17.051627 11.007484 18.342349 -1.85 0.55 0.53
O 14.954107 10.814288 16.546165 -0.11 0.14 0.36
O 18.069144 17.341619 15.287434 -0.37 0.05 0.05
C 17.760711 16.837747 14.197574 0.13 -0.01 0.19
N 18.634553 16.867332 13.153174 0.90 0.39 0.10
C 18.182886 16.137482 12.027149 -1.36 0.65 -0.70
C 16.739296 15.735868 12.566867 0.71 1.39 2.27
O 15.859312 15.193840 11.944149 -0.29 -0.85 -1.05
N 16.614121 16.225921 13.843613 -0.25 -0.61 -0.50
C 19.107036 14.988473 11.701545 0.83 -0.47 0.69
C 19.243092 13.941139 12.641076 0.52 -0.15 -0.36
C 20.265749 12.973645 12.468493 -0.82 0.08 0.10
C 21.138344 13.047559 11.369551 0.48 0.10 0.53
C 21.047910 14.108063 10.487746 -1.91 0.60 0.95
C 20.025541 15.058719 10.658347 0.00 -0.98 -0.57
C 17.891090 17.077732 10.862494 0.29 -1.06 -2.13
C 17.893397 18.462486 10.896286 0.33 -0.17 1.09
C 17.719926 19.246423 9.776624 -1.35 -0.34 -0.97
C 17.534233 18.609487 8.523206 0.39 0.68 1.59
C 17.445229 17.238040 8.468018 0.01 -0.57 -0.74
C 17.619079 16.464723 9.614347 -0.08 0.53 0.77
H 19.586352 17.124576 13.320327 0.28 -0.08 -0.06
H 18.546796 13.913949 13.502803 0.59 -0.22 -0.56
H 20.320154 12.140755 13.195057 0.05 0.75 -0.64
H 21.952034 12.327862 11.249361 -0.38 0.01 0.10
H 21.610332 14.275116 9.613044 1.06 -0.39 -0.76
H 19.858200 15.693881 9.798949 0.18 0.59 0.41
H 18.061224 18.920115 11.861154 -0.14 0.20 0.10
H 17.402308 20.283218 9.933851 0.91 -0.09 -0.33
H 17.513732 19.159798 7.610270 -0.38 0.51 -0.41
H 17.225592 16.845399 7.454584 0.27 -0.31 0.92
H 17.594294 15.384531 9.643520 -0.26 -0.03 -0.49
S 20.297467 17.312163 23.543476 -0.66 -0.66 -0.77
C 19.394136 16.491656 22.222416 -2.19 0.14 -0.90
C 18.683734 15.251864 22.351872 0.80 1.35 0.38
C 17.831791 14.837342 21.368233 1.09 1.43 -1.41
N 17.651017 15.595391 20.255819 -1.39 -1.70 -0.28
C 18.228675 16.742675 20.084216 1.27 0.98 1.19
C 19.110793 17.247629 21.072602 0.85 -1.07 0.72
C 21.496254 16.032103 23.762102 0.66 1.99 -1.19
C 21.277874 15.032959 24.644905 0.40 -1.13 1.13
C 22.366419 14.213052 24.923462 -0.03 -0.89 0.38
N 23.541955 14.381038 24.318064 -0.01 -1.71 1.57
C 23.711653 15.288507 23.401764 -0.38 1.22 -0.76
C 22.701603 16.191971 23.064707 -0.22 -1.45 0.45
H 18.778191 14.655877 23.223881 0.26 -0.45 0.72
H 17.414833 13.847697 21.371512 -0.49 -0.11 0.06
H 18.061739 17.334733 19.186438 -0.29 -0.28 -0.06
H 19.730814 18.115509 20.948330 -0.28 0.58 -0.33
H 20.312599 14.928548 25.120195 0.10 -0.05 0.16
H 22.294277 13.360189 25.664051 0.10 1.12 -0.93
H 24.700472 15.300783 22.965361 0.03 0.22 -0.31
H 22.741629 16.844770 22.214681 0.27 0.52 0.06
N 15.394665 11.410011 13.984654 -0.24 -0.03 1.42
S 15.086956 10.397615 15.106130 0.75 0.61 -0.72
C 13.487665 9.658555 14.801581 1.34 0.35 -0.49
C 12.963726 8.772297 15.721440 -1.58 -0.59 0.34
C 11.756860 8.134584 15.377203 0.90 -0.52 -0.52
C 11.237422 8.217947 14.065174 -0.59 0.63 1.24
C 11.785110 9.139399 13.170765 -0.19 -0.55 0.18
C 12.944154 9.789023 13.507001 0.58 -0.18 0.25
C 16.340987 9.216466 15.075708 -0.68 0.31 -0.57
C 16.957199 8.607225 16.189624 0.07 -0.97 0.63
C 17.993783 7.694538 15.938152 -0.44 -0.14 0.61
C 18.378215 7.286878 14.634875 0.17 0.13 1.27
C 17.572026 7.742991 13.589553 -0.31 0.34 -0.72
C 16.574525 8.669056 13.794127 0.88 -0.30 0.31
H 15.045246 12.356336 14.253722 -0.09 -0.76 -0.49
H 13.447209 8.579351 16.683969 -0.27 0.33 -0.30
H 11.281944 7.470398 16.100044 0.12 0.09 -0.19
H 10.333389 7.657587 13.842178 0.07 0.17 -0.11
H 11.314002 9.386761 12.227865 0.07 -0.43 -0.18
H 13.517079 10.266140 12.730200 -0.06 0.79 0.19
H 16.547588 8.766154 17.209685 0.70 0.06 -0.80
H 18.466098 7.212682 16.814723 -0.15 0.40 -0.54
H 19.257086 6.637981 14.524572 -0.59 0.23 -0.19
H 17.706245 7.407519 12.567624 0.20 -0.13 0.01
H 15.986690 9.048824 12.994146 -0.24 0.10 -0.74
```
Positions in Å, forces in eV/Å.

Its LUMO energy (alpha / beta) is 2.9 / 2.9 eV. As for the expectation value of S²: 0.77. As for the strongest force on any atom: 0.0775 Eh/bohr. The energy relative to the best compared isomer or geometry (same formula, charge and spin) is 2.3942 eV. The calculation puts the total energy at -4545.5691 Eh. As for the total charge: -2. The value obtained for the frontier orbital gap (alpha / beta) is 2.640 / 7.043 eV. Its spin multiplicity is 2.